Formula: C13H18N5O5
Source: the OMol25 dataset
Level of theory: wB97M-V/def2-TZVPD

```
41
Properties=species:S:1:pos:R:3:forces:R:3
C -2.59559 0.71501 2.79043 0.8 -0.6 0.8
N -1.35256 0.63183 2.03840 -0.5 -1.7 -0.9
C -0.45206 1.60437 1.97950 -0.2 1.5 0.1
O -0.66525 2.70592 2.50396 0.3 -0.3 0.3
C 0.85743 1.38770 1.24192 0.5 -0.6 -1.1
C 1.97064 0.89563 2.20812 -0.2 0.5 0.2
C 2.63746 1.93965 3.08369 -0.5 -0.1 -0.8
C 3.96761 2.26534 3.16262 -1.7 0.7 1.7
N 4.12751 3.25115 4.15174 -1.1 0.0 -0.1
C 2.88110 3.54153 4.58168 2.4 -0.6 -0.7
N 1.96749 2.77988 3.95724 0.0 -0.4 -0.2
N 0.65334 0.40178 0.16145 -1.0 0.3 0.9
C 1.41710 0.20004 -0.91167 1.2 0.5 -0.6
O 2.46888 0.79272 -1.11718 -0.1 0.0 0.0
C 0.94032 -0.92523 -1.84049 -0.2 -0.4 0.1
C 1.17367 -2.24192 -1.07371 -0.3 -1.0 -0.3
C 0.40073 -2.44753 0.25620 2.3 -1.5 1.9
O 0.99635 -3.02663 1.21334 -0.3 0.7 -1.8
O -0.76351 -2.02809 0.32699 -2.3 1.2 -0.4
N -0.46520 -0.83935 -2.19674 -0.2 -1.0 1.0
C -1.03517 -0.10639 -3.14525 -0.9 1.2 -0.9
C -2.57661 -0.15649 -3.13337 0.7 0.2 -1.1
O -0.46707 0.61099 -3.96418 0.2 -0.5 0.3
H -2.33220 0.46654 3.83438 -0.5 0.1 -0.2
H -2.98395 1.70904 2.76535 -0.2 0.7 -0.1
H -3.34988 0.00085 2.43944 0.4 0.1 -0.1
H -1.19190 -0.26883 1.57152 0.0 0.3 0.4
H 1.16134 2.33792 0.77430 -0.2 -0.3 0.3
H 1.54452 0.08031 2.78680 0.0 -0.1 0.3
H 2.73218 0.43172 1.59658 0.3 0.1 -0.2
H 4.72086 1.74333 2.61358 0.6 0.2 0.0
H 2.64711 4.24367 5.37323 0.0 -0.1 -0.3
H 0.96920 2.91916 4.00365 -0.1 -0.2 -0.2
H -0.11636 -0.25680 0.23998 0.1 0.1 0.0
H 1.54737 -0.90005 -2.75222 -0.1 0.2 0.3
H 0.94038 -3.13470 -1.71009 0.1 0.8 0.3
H 2.21623 -2.32439 -0.83273 0.6 0.0 0.1
H -1.07800 -1.36556 -1.56304 0.4 0.3 -0.1
H -2.89238 -0.86588 -3.92919 0.0 0.5 0.5
H -2.92851 0.86732 -3.37795 0.1 -0.7 0.1
H -2.93841 -0.47643 -2.17581 -0.4 -0.2 0.4
```
Forces are in eV/Å.

Output
LUMO level: 2.87 eV
SMILES: CNC(=O)[C@@H](Cc1cnc[nH]1)NC(=O)[C@@H](CC(=O)[O-])NC(C)=O
E_HOMO: -5.780 eV
Charge: -1